{
  "formula": "C28H21BrCl2F4MoNOPSTe",
  "method": "ωB97M-V/def2-TZVPD",
  "species": ["Mo", "F", "C", "C", "F", "C", "F", "C", "P", "C", "C", "C", "C", "C", "C", "C", "C", "C", "C", "C", "C", "C", "Br", "C", "F", "H", "H", "H", "H", "H", "H", "H", "H", "H", "H", "O", "S", "C", "C", "C", "C", "H", "H", "H", "H", "H", "H", "H", "H", "Cl", "C", "C", "C", "C", "C", "Cl", "C", "N", "H", "H", "H", "Te"],
  "xyz": [[0.51, 0.71, 0.73], [3.80, -5.41, -0.92], [3.61, -4.14, -0.64], [4.67, -3.34, -0.25], [5.88, -3.84, -0.18], [4.44, -2.00, 0.04], [5.48, -1.24, 0.36], [3.17, -1.44, -0.03], [2.89, 0.33, 0.29], [3.42, 1.09, -1.27], [3.48, 0.33, -2.44], [3.79, 0.93, -3.65], [4.04, 2.29, -3.70], [3.96, 3.06, -2.55], [3.64, 2.47, -1.34], [3.97, 0.77, 1.68], [3.89, -0.02, 2.82], [4.64, 0.30, 3.94], [5.46, 1.42, 3.93], [5.56, 2.19, 2.78], [4.83, 1.86, 1.64], [2.14, -2.26, -0.47], [0.41, -1.55, -0.82], [2.33, -3.60, -0.76], [1.32, -4.35, -1.17], [3.31, -0.74, -2.42], [3.84, 0.33, -4.55], [4.29, 2.76, -4.65], [4.15, 4.13, -2.59], [3.55, 3.08, -0.46], [3.25, -0.90, 2.84], [4.59, -0.33, 4.82], [6.02, 1.69, 4.81], [6.22, 3.05, 2.75], [4.98, 2.43, 0.74], [-1.44, 0.62, 0.17], [-2.84, 0.84, 0.82], [-3.75, 1.81, -0.42], [-3.58, 3.28, -0.05], [-3.64, 3.33, 1.47], [-2.65, 2.27, 1.94], [-4.79, 1.48, -0.36], [-3.34, 1.53, -1.39], [-4.37, 3.88, -0.51], [-2.62, 3.65, -0.41], [-4.64, 3.10, 1.82], [-3.36, 4.31, 1.86], [-2.78, 1.95, 2.97], [-1.62, 2.59, 1.79], [2.11, 4.14, 3.11], [1.75, 4.61, 1.50], [2.02, 5.88, 1.03], [1.73, 6.20, -0.29], [1.17, 5.28, -1.16], [0.89, 4.02, -0.69], [0.23, 2.77, -1.69], [1.18, 3.65, 0.65], [0.92, 2.38, 1.01], [2.45, 6.62, 1.69], [1.95, 7.20, -0.65], [0.95, 5.54, -2.19], [0.38, -0.32, 3.01]],
  "lowdin_charge": [0.7426, 0.1915, -0.1148, -0.1153, 0.1842, -0.1966, 0.1439, -0.3248, 0.9827, -0.3315, -0.0710, -0.0412, -0.0383, -0.0515, -0.1260, -0.3687, -0.1632, -0.0449, -0.0398, -0.0500, -0.0748, -0.5319, 0.9326, -0.2419, 0.1202, 0.1036, 0.1210, 0.1216, 0.1196, 0.0879, 0.0555, 0.1207, 0.1212, 0.1203, 0.0938, -0.8520, 1.0689, -0.2806, -0.2088, -0.2076, -0.2973, 0.1097, 0.1057, 0.1317, 0.1060, 0.1283, 0.1317, 0.1014, 0.0674, 0.7707, -0.6042, -0.0660, -0.0255, -0.0741, -0.5848, 0.7734, -0.4368, -0.2350, 0.1239, 0.1276, 0.1244, 0.5652],
  "total_energy_ev": -168129.7620,
  "charge": 2,
  "lumo_energy_ev": [-7.80, -7.80],
  "e_above_lowest_kcal_mol": 6.2,
  "homo_energy_ev": [-14.0, -14.0],
  "homo_lumo_gap_ev": [6.248, 6.243]
}